1.
{"formula": "C16H14F2N2OPdSTe4", "method": "ωB97M-V/def2-TZVPD", "elements": ["Pd", "S", "C", "C", "C", "C", "C", "C", "N", "C", "C", "C", "C", "C", "C", "C", "H", "H", "H", "H", "H", "H", "H", "H", "Te", "Te", "Te", "Te", "F", "C", "F", "H", "C", "C", "N", "O", "H", "H", "H", "H", "H"], "coordinates": [[0.017, 0.068, -0.497], [-0.842, -1.242, 4.158], [-2.172, -2.048, 3.384], [-3.050, -2.999, 3.899], [-4.024, -3.496, 3.056], [-4.127, -3.062, 1.726], [-3.260, -2.121, 1.215], [-2.276, -1.606, 2.060], [-1.321, -0.672, 1.692], [-0.522, -0.400, 2.673], [0.612, 0.522, 2.478], [1.802, 0.314, 3.158], [2.937, 1.049, 2.838], [2.877, 1.978, 1.814], [1.674, 2.229, 1.165], [0.516, 1.538, 1.502], [-2.974, -3.338, 4.923], [-4.719, -4.237, 3.428], [-4.896, -3.480, 1.091], [-3.309, -1.788, 0.187], [1.850, -0.459, 3.915], [3.863, 0.880, 3.371], [3.761, 2.531, 1.524], [1.626, 3.008, 0.412], [0.729, 1.851, -2.774], [1.850, 3.798, -3.971], [-0.824, 4.666, 0.077], [-1.405, 2.211, 0.770], [-2.147, -0.592, -2.232], [-0.910, -1.104, -1.872], [-1.198, -2.346, -1.313], [-0.381, -1.311, -2.808], [0.687, -3.652, 0.822], [1.728, -2.570, 0.939], [2.577, -2.684, 1.992], [1.826, -1.637, 0.155], [1.066, -4.611, 1.176], [0.363, -3.727, -0.210], [-0.183, -3.381, 1.425], [2.549, -3.473, 2.611], [3.286, -1.981, 2.108]], "forces_ev_per_angstrom": [[0.0, 0.0, -0.2], [0.0, 0.0, 0.1], [0.0, 0.0, 0.0], [0.0, 0.0, 0.0], [0.0, 0.0, 0.0], [0.0, 0.0, 0.0], [0.0, 0.0, 0.0], [0.0, 0.0, 0.0], [0.0, 0.0, 0.1], [0.1, 0.1, -0.2], [-0.3, -0.1, -0.1], [0.1, 0.1, 0.0], [-0.1, 0.0, 0.0], [0.0, 0.0, 0.0], [0.0, 0.1, 0.0], [0.2, 0.0, 0.1], [0.0, 0.0, 0.0], [0.0, 0.0, 0.0], [0.0, 0.0, 0.0], [0.0, 0.0, 0.0], [0.0, 0.0, 0.0], [0.0, 0.0, 0.0], [0.0, 0.0, 0.0], [0.0, 0.0, 0.0], [0.0, 0.0, 0.1], [0.0, 0.0, 0.0], [0.0, -0.1, 0.0], [0.0, 0.0, 0.0], [0.0, 0.0, 0.0], [-0.1, 0.0, -0.1], [0.0, 0.0, 0.0], [0.0, 0.0, 0.0], [0.0, 0.0, 0.0], [0.1, 0.0, -0.1], [0.0, 0.0, 0.0], [-0.1, 0.1, 0.1], [0.0, 0.0, 0.0], [0.0, 0.0, 0.0], [0.0, 0.0, 0.0], [0.0, 0.0, 0.0], [0.0, 0.0, 0.0]], "lowdin_charge": [0.336, 1.117, -0.464, -0.089, -0.083, -0.068, 0.001, -0.309, 0.029, -0.577, -0.286, -0.069, -0.070, -0.059, -0.179, -0.570, 0.108, 0.104, 0.106, 0.112, 0.096, 0.107, 0.112, 0.023, 0.136, 0.042, 0.196, 0.714, -0.089, -0.462, -0.080, 0.071, 0.012, -0.573, 0.170, -0.005, 0.082, 0.076, 0.078, 0.103, 0.104], "gap_ev": [6.20, 5.59], "charge": 0, "lumo_ev": [-0.369, -2.009], "homo_energy_ev": [-6.6, -7.6], "relative_energy_kj_mol": 83.66, "multiplicity": 5}

***

2.
{"formula": "C16H22BIrN7", "method": "ωB97M-V/def2-TZVPD", "elements": ["C", "N", "N", "C", "C", "B", "N", "N", "C", "C", "C", "Ir", "N", "N", "C", "C", "C", "H", "H", "H", "H", "H", "H", "H", "H", "H", "H", "H", "C", "H", "H", "H", "C", "C", "C", "C", "C", "C", "N", "H", "H", "H", "H", "H", "H", "H", "H"], "coordinates": [[-2.113, -1.508, -1.045], [-1.510, -0.536, -0.329], [-2.120, 0.647, -0.614], [-3.110, 0.418, -1.512], [-3.142, -0.944, -1.815], [-1.660, 2.047, -0.060], [-1.581, 1.962, 1.485], [-0.945, 0.947, 2.118], [-1.037, 1.177, 3.441], [-1.743, 2.373, 3.673], [-2.073, 2.836, 2.400], [-0.008, -0.619, 0.976], [-0.311, 2.475, -0.663], [0.821, 1.730, -0.546], [1.756, 2.374, -1.256], [1.240, 3.554, -1.845], [-0.089, 3.580, -1.437], [2.769, 1.969, -1.312], [-0.889, 4.294, -1.631], [1.759, 4.285, -2.465], [-2.518, 2.842, -0.378], [-2.620, 3.720, 2.075], [-3.716, 1.247, -1.872], [-1.988, 2.829, 4.631], [-3.818, -1.458, -2.496], [-0.608, 0.469, 4.151], [-1.770, -2.537, -0.954], [1.472, 0.356, 1.096], [1.466, -0.447, 1.856], [1.454, 0.005, 2.859], [0.621, -1.456, 1.999], [2.322, -1.119, 1.708], [3.063, -0.541, -1.249], [2.040, -1.606, -1.283], [2.368, -2.806, -1.882], [1.481, -3.710, -1.407], [0.653, -3.005, -0.571], [-0.238, -3.717, 0.416], [0.813, -1.645, -0.668], [2.854, 0.150, -0.441], [3.188, -0.085, -2.253], [4.034, -0.986, -0.944], [3.262, -3.043, -2.446], [1.531, -4.783, -1.534], [-0.940, -4.400, -0.110], [0.391, -4.331, 1.093], [-0.809, -3.003, 1.042]], "forces_ev_per_angstrom": [[1.4, 0.4, 1.4], [-2.4, -1.5, -2.3], [-2.3, 0.8, -2.1], [1.2, 3.1, 1.7], [-0.4, -1.8, -0.5], [-1.0, 0.5, -0.4], [-1.4, 2.5, 0.5], [0.4, -1.4, 3.4], [0.8, -1.3, -0.9], [0.4, -0.6, 1.9], [0.0, -0.3, -3.8], [-10.5, 0.3, -8.6], [-1.1, 2.9, -1.7], [2.5, 1.1, -1.6], [0.2, -1.7, 1.1], [1.9, 0.2, -0.6], [-3.2, -1.5, 2.0], [-0.5, 0.5, -0.1], [0.3, -0.1, 0.0], [-0.1, -0.2, 0.1], [0.5, -0.3, 0.2], [0.1, -0.2, 0.2], [0.0, -0.3, 0.0], [0.0, -0.1, -0.2], [0.1, 0.1, 0.1], [-0.2, 0.3, -0.1], [-0.4, 0.4, -0.2], [1.2, 1.5, -0.6], [10.0, 0.6, 6.9], [0.7, 0.0, -0.1], [0.6, -2.5, 2.6], [0.4, 0.5, 0.3], [0.3, 0.1, 0.4], [1.3, 2.3, -0.6], [0.8, -1.4, -0.7], [0.8, -1.4, -0.8], [-2.6, -1.5, 1.2], [-0.1, 0.4, -0.2], [0.9, -1.3, 2.4], [0.0, 0.5, -0.3], [0.0, -0.1, 0.6], [-0.4, 0.1, -0.5], [-0.1, 0.3, -0.1], [-0.2, 0.0, 0.0], [0.4, 0.2, 0.4], [-0.4, 0.2, -0.3], [0.0, -0.5, -0.1]], "lowdin_charge": [0.022, -0.104, 0.041, 0.123, 0.188, -0.445, 0.032, -0.027, 0.023, 0.185, 0.135, 1.401, 0.008, 0.106, -0.013, 0.179, 0.115, 0.130, 0.178, 0.175, 0.152, 0.186, 0.182, 0.178, 0.178, 0.163, 0.124, 0.022, -0.351, 0.087, 0.050, 0.107, 0.002, -0.262, 0.059, 0.055, -0.316, -0.007, -0.019, 0.035, 0.133, 0.141, 0.167, 0.165, 0.130, 0.137, 0.052], "gap_ev": [7.75, 4.39], "charge": 4, "lumo_ev": [-12.857, -17.438], "homo_energy_ev": [-20.6, -21.8], "multiplicity": 6}

***

3.
{"formula": "C4H5FS3", "method": "ωB97M-V/def2-TZVPD", "elements": ["C", "C", "C", "C", "H", "H", "H", "H", "H", "F", "S", "S", "S"], "coordinates": [[3.531, 0.537, 0.329], [0.675, 0.017, -0.002], [-1.968, -0.394, -0.437], [-2.968, -0.035, 0.488], [3.410, 1.085, 1.222], [3.720, 1.210, -0.444], [4.455, -0.146, 0.467], [-2.375, -0.337, -1.570], [-2.896, 0.111, 1.803], [-4.187, 0.363, -0.050], [2.307, -0.841, -0.184], [0.388, 1.724, -0.130], [-0.461, -1.253, 0.108]], "forces_ev_per_angstrom": [[1.3, -4.0, -0.2], [1.6, 2.5, -1.0], [-3.7, 0.2, 0.9], [1.7, 0.1, 0.5], [-0.9, 0.1, 1.2], [0.0, 0.9, -1.5], [-1.2, 1.3, -0.2], [1.5, -0.3, 2.7], [-0.3, -0.7, -4.6], [1.8, -0.4, 1.1], [-0.6, 2.9, 1.2], [0.7, -3.5, 0.4], [-1.9, 0.9, -0.5]], "lowdin_charge": [-0.354, -1.417, -0.447, -0.185, 0.017, -0.002, 0.054, 0.138, 0.205, -0.055, 0.724, 0.530, 0.792], "gap_ev": 8.18, "charge": 0, "lumo_ev": -0.541, "homo_energy_ev": -8.7, "relative_energy_kj_mol": 262.93}

***

4.
{"formula": "C6H11NO", "method": "ωB97M-V/def2-TZVPD", "elements": ["C", "C", "C", "C", "O", "H", "H", "H", "H", "H", "H", "C", "N", "C", "H", "H", "H", "H", "H"], "coordinates": [[-1.821, -0.573, 1.084], [-0.902, -1.038, 0.211], [-0.459, -0.290, -1.135], [-0.863, 1.178, -1.150], [-0.513, -0.979, -2.159], [-2.045, 0.478, 1.199], [-2.587, -1.215, 1.498], [-0.857, -2.109, 0.057], [-1.946, 1.211, -1.277], [-0.348, 1.682, -1.965], [-0.662, 1.705, -0.221], [1.664, -0.494, -0.760], [1.413, -0.721, 0.535], [1.450, 0.374, 1.471], [1.680, -1.380, -1.394], [2.421, 0.207, -1.097], [0.796, 1.186, 1.126], [1.113, 0.005, 2.440], [2.466, 0.772, 1.537]], "forces_ev_per_angstrom": [[0.3, 0.1, -1.3], [-1.7, 0.4, -1.5], [-4.2, -1.6, 0.9], [1.1, 0.2, -0.1], [0.8, 1.2, 1.2], [0.1, 0.2, -0.1], [0.6, -0.4, 0.6], [0.3, -0.1, 0.1], [0.1, -0.2, -0.2], [-0.2, 0.1, -0.1], [0.2, -0.1, 0.1], [2.9, -2.3, 3.9], [0.3, 0.6, -3.7], [0.4, 0.2, -0.2], [-0.4, 0.1, 0.2], [-0.7, 1.3, 0.0], [0.1, -0.1, 0.3], [0.0, 0.2, 0.0], [0.0, 0.1, 0.2]], "lowdin_charge": [0.002, -0.135, -0.500, -0.023, 0.028, 0.047, 0.054, 0.102, 0.099, 0.087, 0.058, -0.058, -0.060, -0.123, 0.090, 0.100, 0.068, 0.079, 0.084], "smiles": "C=CC(C)=O.C=NC", "gap_ev": 8.50, "charge": 0, "lumo_ev": -0.376, "homo_energy_ev": -8.9, "relative_energy_kj_mol": 459.64}

***

What is the formula in the second record?
C16H22BIrN7